i | A 2-piece molecular cluster, C4H10NO overall. Source: the OMol25 dataset; level of theory: ωB97M-V/def2-TZVPD.

Last column: Mulliken charge in e.
Geometry (Å):
C (-0.23809, -0.71472, 1.88269)  -1.2942
C (-0.67223, 0.22094, 0.85201)  1.0934
C (-1.07256, 1.53609, 1.16019)  -0.6919
C (0.17311, -1.04854, -1.02546)  -0.0141
N (-0.59670, -0.14712, -0.50417)  0.0043
H (0.78399, -1.05720, 1.69495)  0.4275
H (-0.35235, -0.28784, 2.87030)  0.4031
H (-0.86143, -1.62222, 1.79763)  0.4433
H (-1.00884, 2.35994, 0.45677)  0.3498
H (-1.45815, 1.68438, 2.15787)  0.3128
H (0.22612, -1.34852, -2.07056)  0.2616
H (0.76138, -1.70153, -0.38844)  0.2739
H (-1.10714, 0.44335, -1.17052)  0.3501
H (2.14766, 1.09206, -2.07936)  0.3107
H (1.75316, 0.17842, -3.27147)  0.3451
O (1.52208, 0.41250, -2.36243)  -0.5753

Output
Net charge = +2
Spin multiplicity = 2
HOMO level (spin up / spin down) = -20.310 / -20.297 eV
Lowest unoccupied orbital energy (spin up / spin down) = -11.0 / -13.4 eV


ii | A 2-piece molecular cluster, C4H10NO overall. Source: the OMol25 dataset; level of theory: ωB97M-V/def2-TZVPD.

Last column: Mulliken charge in e.
Geometry (Å):
C (-0.85643, 2.03498, 1.30440)  -1.2157
C (-0.49466, 0.69238, 0.85745)  0.1877
C (-0.32351, 0.39810, -0.42495)  -0.0066
N (-0.02366, -0.97998, -0.83501)  0.0846
C (-0.56756, -1.27494, -2.00509)  -0.0413
H (-1.90434, 1.99778, 1.52900)  0.4143
H (-0.44458, 2.42286, 2.23315)  0.4007
H (-0.81197, 2.88960, 0.60031)  0.3841
H (-0.53614, 0.13195, 1.84634)  0.3384
H (-0.39388, 1.19922, -1.18184)  0.4611
H (0.52956, -1.73965, -0.25853)  0.3895
H (-0.50810, -2.29100, -2.45236)  0.2849
H (-1.15938, -0.59883, -2.62302)  0.2872
H (2.54381, -2.28931, 0.94946)  0.3503
H (2.79150, -0.94254, 0.15047)  0.3131
O (2.15935, -1.65063, 0.31022)  -0.6323

Output
Net charge = +2
Spin multiplicity = 2
HOMO level (spin up / spin down) = -20.289 / -20.277 eV
Lowest unoccupied orbital energy (spin up / spin down) = -10.4 / -13.8 eV


The computed energies, referenced to the most stable structure and given in hartree, are i 0.0000; ii 0.0247.


i | An isolated molecule of HNO3S. Source: the OMol25 dataset; level of theory: ωB97M-V/def2-TZVPD.

Last column: Mulliken charge in e.
Geometry (Å):
O (-1.62728, -0.49043, -0.67430)  -0.4552
S (-0.58153, 0.23506, -0.03270)  1.1019
O (-0.66449, 1.64681, 0.07917)  -0.4593
N (0.86574, -0.50924, -0.36387)  -0.2403
O (0.22283, -0.64687, 1.01373)  -0.2430
H (1.78473, -0.23533, -0.02203)  0.2960

Output
HOMO level = -11.283 eV
Lowest unoccupied orbital energy = 0.2 eV
SMILES = O=S1(=O)NO1


ii | An isolated molecule of HNO3S. Source: the OMol25 dataset; level of theory: ωB97M-V/def2-TZVPD.

Last column: Mulliken charge in e.
Geometry (Å):
N (-0.74804, -0.53735, -1.21455)  0.0280
O (0.08915, 1.34815, 1.43332)  -0.4651
O (0.92945, -0.87957, 0.61204)  -0.5621
O (-0.51073, 0.63101, -0.91161)  -0.0300
S (0.76160, 0.57447, 0.40700)  0.6762
H (-0.52142, -1.13672, -0.32620)  0.3529

Output
HOMO level (spin up / spin down) = -10.574 / -10.574 eV
Lowest unoccupied orbital energy (spin up / spin down) = -2.8 / -2.8 eV


The computed energies, referenced to the most stable structure and given in hartree, are i 0.0000; ii 0.0142.


i | A 2-piece molecular cluster, C4H7NO2 overall. Source: the OMol25 dataset; level of theory: ωB97M-V/def2-TZVPD.

Last column: Mulliken charge in e.
Geometry (Å):
O (-1.37111, 1.56053, 0.76991)  -0.6866
C (-1.88727, 1.18371, -0.32650)  -0.1049
N (-1.30253, 1.00589, -1.49642)  -0.6444
C (1.04645, 0.23557, -0.04780)  -0.4849
C (0.06567, -0.82737, 0.39221)  -0.6394
C (1.59107, -1.10437, 0.68938)  0.1146
O (2.05972, -2.09331, 0.02376)  -0.5757
H (-2.94907, 1.03276, -0.23097)  0.4577
H (-1.67306, 1.55247, -2.28208)  0.1055
H (0.86681, 1.15205, 0.50531)  0.3283
H (1.30253, 0.21189, -1.09545)  0.2350
H (-0.25235, -1.42751, -0.44516)  0.2475
H (-0.56408, -0.71982, 1.26262)  0.2910
H (2.00681, -0.92345, 1.70121)  0.3563

Output
Net charge = -1
Spin multiplicity = 2
HOMO level (spin up / spin down) = -3.077 / -3.053 eV
Lowest unoccupied orbital energy (spin up / spin down) = 4.2 / 3.0 eV


ii | An isolated ion of composition C4H7NO2 and charge -1. Source: the OMol25 dataset; level of theory: ωB97M-V/def2-TZVPD.

Last column: Mulliken charge in e.
Geometry (Å):
O (3.19332, -1.19009, 0.21302)  -0.6082
C (2.03868, -1.17927, -0.17754)  0.0945
N (1.35295, -0.12501, -0.65932)  -0.0704
C (-0.14653, -0.06086, -0.61317)  -0.7697
C (-0.65581, 0.53594, 0.68224)  -0.2373
C (-2.16155, 0.78057, 0.66835)  -0.4976
O (-2.66798, 1.84564, 1.19933)  -0.7265
H (1.44145, -2.10100, -0.18908)  0.2683
H (1.78012, 0.63603, -1.15445)  0.2258
H (-0.43732, 0.48240, -1.52017)  0.3537
H (-0.46882, -1.09722, -0.76825)  0.2552
H (-0.40936, -0.15491, 1.50011)  0.1772
H (-0.13875, 1.48799, 0.84896)  0.2032
H (-2.72039, 0.13980, -0.03003)  0.3317

Output
Net charge = -1
Spin multiplicity = 2
HOMO level (spin up / spin down) = 0.141 / -3.164 eV
Lowest unoccupied orbital energy (spin up / spin down) = 3.7 / 3.7 eV


The computed energies, referenced to the most stable structure and given in hartree, are i 0.0626; ii 0.0000.


i | An isolated molecule of C2H4ClN2P. Source: the OMol25 dataset; level of theory: ωB97M-V/def2-TZVPD.

Last column: Mulliken charge in e.
Geometry (Å):
Cl (-2.27877, -1.96780, -1.04919)  -0.1035
N (-1.71326, -0.49166, -0.23225)  -0.2539
C (0.04008, -0.69241, 0.09204)  -0.2424
C (0.63383, 0.38149, -0.64046)  -0.0025
N (-0.01146, 1.32175, -1.20028)  -0.4945
P (-1.72909, 0.89460, -1.33103)  0.1283
H (0.19944, -1.82136, -0.28539)  0.2713
H (0.35595, -0.51490, 1.16925)  0.2383
H (1.70757, 0.52336, -0.62977)  0.3944
H (-2.26992, 1.68465, -0.34995)  0.0644

Output
HOMO level = -9.161 eV
Lowest unoccupied orbital energy = 0.5 eV
SMILES = ClN1CC=NP1


ii | C2H4ClN2P as an isolated structure. Source: the OMol25 dataset; level of theory: ωB97M-V/def2-TZVPD.

Last column: Mulliken charge in e.
Geometry (Å):
C (-0.01495, 0.57189, 0.97081)  -0.3238
C (0.89736, -0.36095, 1.26406)  -0.0140
N (-0.82039, 0.27620, -0.09177)  -0.3573
N (0.67740, -1.47376, 0.44003)  -0.0782
P (-0.46285, -1.14001, -0.69921)  -0.0426
Cl (-1.39854, 2.16801, -3.49389)  -0.2428
H (-0.17900, 1.42627, 1.60399)  0.3617
H (-1.55074, 1.22494, -2.69121)  0.2231
H (1.59765, -0.44084, 2.17144)  0.2863
H (1.25407, -2.25175, 0.52576)  0.1873

Output
HOMO level = -9.087 eV
Lowest unoccupied orbital energy = 0.7 eV


The computed energies, referenced to the most stable structure and given in hartree, are i 0.1113; ii 0.0000.


i | An isolated molecule of C2H4ClN2P. Source: the OMol25 dataset; level of theory: ωB97M-V/def2-TZVPD.

Last column: Mulliken charge in e.
Geometry (Å):
Cl (2.21545, -1.26024, 1.46592)  -0.1335
N (1.29549, -0.20564, 0.44793)  -0.3394
C (-0.11361, -0.00264, 0.79699)  -0.2854
C (-0.82032, 0.43275, -0.56319)  -0.5114
N (-0.14068, -0.08367, -1.69944)  -0.2436
P (1.31111, -0.56498, -1.57855)  0.3061
H (-0.20742, 0.87735, 1.43189)  0.2953
H (-0.80408, -0.78327, 0.92572)  0.3278
H (-1.81643, 0.09881, -0.54010)  0.3367
H (-0.91952, 1.49150, -0.68716)  0.2473

Output
HOMO level = -8.643 eV
Lowest unoccupied orbital energy = -0.4 eV
SMILES = ClN1CCN=P1


ii | An isolated molecule of C2H4ClN2P. Source: the OMol25 dataset; level of theory: ωB97M-V/def2-TZVPD.

Last column: Mulliken charge in e.
Geometry (Å):
Cl (-0.50418, -0.71285, -2.09839)  -0.2272
C (-0.26534, -0.39803, -0.31526)  0.1101
C (0.53958, 0.91276, -0.06928)  -0.4587
N (-0.41505, 1.91644, 0.24723)  -0.3392
P (-1.88634, 1.51292, 0.57045)  0.1367
N (-1.53410, -0.14794, 0.22286)  -0.3017
H (0.15550, -1.23376, 0.31109)  0.2649
H (1.07779, 0.79078, 0.81564)  0.2786
H (1.10221, 1.16145, -1.09248)  0.2866
H (-2.25881, -0.86732, 0.08255)  0.2499

Output
HOMO level = -9.227 eV
Lowest unoccupied orbital energy = 0.2 eV
SMILES = Cl[C@H]1CN=PN1


The computed energies, referenced to the most stable structure and given in hartree, are i 0.0746; ii 0.0000.